# 1
{
  "formula": "C10H12ClNO4Ti",
  "method": "ωB97M-V/def2-TZVPD",
  "elements": ["Cl", "C", "C", "C", "H", "C", "C", "H", "H", "H", "C", "Ti", "C", "C", "O", "O", "H", "H", "H", "N", "C", "C", "O", "O", "H", "H", "H", "H", "H"],
  "positions_angstrom": [[1.8823, 2.1271, 1.4171], [-1.8196, 1.8829, 1.9777], [-2.3920, 0.7151, 1.3700], [-2.1011, 0.7626, -0.0375], [-3.0076, -0.0227, 1.8718], [-1.3650, 1.9744, -0.3041], [-1.1913, 2.6517, 0.9491], [-0.7021, 3.6163, 1.0554], [-1.8835, 2.1447, 3.0301], [-2.4197, 0.0545, -0.7989], [-0.9357, 2.4663, -1.6409], [-0.1350, 0.5961, 1.0558], [-0.7686, -1.6072, 1.2361], [0.4978, 0.1242, 3.0274], [-1.5021, -2.4274, 1.6119], [0.9364, -0.2128, 4.0420], [-0.8272, 1.6368, -2.3485], [0.0236, 2.9930, -1.5742], [-1.6729, 3.1678, -2.0588], [2.3982, -3.2342, -1.6681], [2.1555, -1.7649, -1.7547], [1.1428, -1.4616, -0.6851], [0.7512, -2.4177, 0.0394], [0.7737, -0.2398, -0.5570], [2.3249, -3.5405, -0.6810], [3.2971, -3.5140, -2.0687], [1.6720, -3.7366, -2.1961], [3.0859, -1.2287, -1.5646], [1.7819, -1.5053, -2.7456]],
  "forces_ev_per_angstrom": [[-2.1, -1.7, -0.1], [-0.2, -0.3, -0.6], [0.1, 0.7, -0.4], [0.1, 0.9, 0.5], [0.2, 0.0, 0.0], [-1.1, -0.2, 0.6], [-0.4, -0.5, -0.2], [0.0, -0.4, 0.1], [0.1, -0.1, -0.2], [0.1, 0.1, 0.3], [0.5, -0.1, -0.3], [3.1, 1.1, -1.9], [-3.3, -2.3, 2.2], [2.0, -1.5, 5.5], [3.0, 2.7, -1.7], [-1.8, 1.5, -4.2], [-0.1, 0.2, 0.1], [-0.2, -0.1, 0.0], [0.1, -0.2, 0.3], [0.1, -0.5, -0.5], [0.1, -0.1, 0.0], [-1.0, -0.4, 1.5], [0.7, 1.2, -1.2], [-0.2, -0.2, 0.3], [0.0, 0.1, -0.4], [0.1, 0.1, 0.1], [0.2, 0.0, 0.3], [-0.1, 0.0, 0.0], [0.1, 0.0, 0.1]],
  "lowdin_charge": [0.145, -0.084, -0.107, -0.078, 0.144, -0.319, -0.088, 0.142, 0.149, 0.155, 0.003, 0.754, -0.013, -0.043, 0.207, 0.227, 0.097, 0.106, 0.121, 0.209, -0.006, -0.517, 0.014, -0.103, 0.177, 0.189, 0.191, 0.165, 0.164],
  "mol_weight_g_mol": 293.53,
  "energy_ev": -55868.112,
  "homo_ev": -16.7,
  "total_charge": 2,
  "spin_multiplicity": 1
}



# 2
{
  "formula": "C37H88O25S7",
  "method": "ωB97M-V/def2-TZVPD",
  "elements": ["C", "C", "C", "O", "C", "H", "H", "H", "H", "H", "H", "H", "H", "C", "C", "C", "O", "C", "H", "H", "H", "H", "H", "H", "H", "H", "C", "C", "C", "O", "C", "H", "H", "H", "H", "H", "H", "H", "H", "C", "C", "C", "O", "C", "H", "H", "H", "H", "H", "H", "H", "H", "O", "S", "O", "O", "C", "C", "C", "H", "H", "H", "H", "H", "H", "H", "H", "O", "S", "O", "O", "C", "C", "C", "H", "H", "H", "H", "H", "H", "H", "H", "O", "S", "O", "O", "C", "C", "C", "H", "H", "H", "H", "H", "H", "H", "H", "O", "S", "O", "O", "C", "C", "C", "H", "H", "H", "H", "H", "H", "H", "H", "O", "S", "O", "O", "C", "C", "C", "H", "H", "H", "H", "H", "H", "H", "H", "O", "S", "O", "O", "C", "C", "C", "H", "H", "H", "H", "H", "H", "H", "H", "O", "S", "O", "O", "C", "C", "C", "H", "H", "H", "H", "H", "H", "H", "H"],
  "positions_angstrom": [[1.8164, 2.0818, -2.8620], [0.8165, 1.8164, -3.9842], [-0.2506, 2.8140, -3.7033], [0.4181, 3.9712, -3.1976], [1.6515, 3.6121, -2.5133], [2.8229, 1.8534, -3.2126], [1.6473, 1.4627, -1.9810], [0.4380, 0.7947, -4.0162], [1.1658, 1.9334, -5.0101], [-0.9554, 2.5591, -2.9118], [-0.9015, 2.9904, -4.5596], [1.3708, 3.6751, -1.4619], [2.4785, 4.2959, -2.7042], [-3.2057, -0.4868, 3.0536], [-3.4266, -1.6530, 4.0374], [-4.4414, -1.0608, 5.0241], [-4.1995, 0.3491, 4.9986], [-3.2209, 0.6711, 4.0458], [-3.9634, -0.5224, 2.2708], [-2.2354, -0.5695, 2.5639], [-2.5143, -1.7730, 4.6216], [-3.5459, -2.5932, 3.4991], [-4.0937, -1.5073, 5.9556], [-5.4715, -1.3064, 4.7658], [-2.2427, 0.8758, 4.4808], [-3.5642, 1.5487, 3.4979], [4.0871, -2.4764, -4.3898], [3.4781, -1.1820, -4.0094], [4.3530, -0.7267, -2.7995], [4.5687, -2.0042, -2.1412], [4.1596, -3.1526, -3.0229], [5.1088, -2.3614, -4.7518], [3.4409, -3.0377, -5.0647], [2.4541, -1.1357, -3.6387], [3.6616, -0.4531, -4.7988], [3.8820, -0.0632, -2.0742], [5.3232, -0.3637, -3.1386], [3.1261, -3.4464, -2.8398], [4.8535, -3.9928, -3.0496], [0.3387, 2.4091, 3.2935], [-0.3908, 3.3624, 2.3433], [-0.2931, 4.7363, 3.0408], [-0.2225, 4.3731, 4.4333], [0.5319, 3.2149, 4.6205], [1.2532, 2.0950, 2.7903], [-0.2627, 1.5285, 3.5189], [-1.4077, 2.9774, 2.2668], [0.0864, 3.4057, 1.3642], [-1.1732, 5.3665, 2.9128], [0.6033, 5.2323, 2.6687], [0.1775, 2.6537, 5.4851], [1.5907, 3.3179, 4.8581], [1.9593, -0.7089, 0.7083], [0.6365, -1.1269, 0.2664], [-0.3278, -1.7273, 1.1825], [-0.1446, 0.1801, -0.4807], [-1.2288, 0.8789, 0.1748], [-2.5441, 0.3924, -0.3348], [0.8035, -2.0744, -1.2874], [-0.9853, 1.9232, -0.0208], [-1.0639, 0.7530, 1.2449], [-3.3621, 0.8873, 0.1886], [-2.6358, -0.6873, -0.2173], [-2.6055, 0.5524, -1.4112], [0.4209, -3.0804, -1.1149], [1.8682, -2.1383, -1.5117], [0.3572, -1.6100, -2.1667], [6.6235, -1.4927, 1.4083], [6.2060, -0.3383, 2.2061], [6.6617, -0.2229, 3.6260], [6.6447, 1.0534, 1.3790], [6.6817, 0.9867, -0.0153], [7.9855, 0.3524, -0.5379], [4.4130, 0.0451, 2.1568], [6.6658, 2.0423, -0.2868], [5.7932, 0.4745, -0.3844], [8.0923, 0.3222, -1.6222], [8.1278, -0.6725, -0.1951], [8.9181, 0.8474, -0.2674], [3.8455, -0.8228, 2.4926], [4.1284, 0.3321, 1.1445], [4.2499, 0.9006, 2.8122], [0.8752, -0.5892, 6.7246], [1.6051, -0.6480, 5.4552], [2.2573, 0.5099, 4.8480], [2.7928, -1.8869, 5.5426], [2.4852, -3.1193, 6.1158], [2.8940, -3.1168, 7.5854], [0.5896, -1.4711, 4.1599], [3.1019, -3.8000, 5.5289], [1.4625, -3.4643, 5.9639], [2.4451, -3.9907, 8.0575], [2.6925, -2.2359, 8.1950], [3.9796, -3.2113, 7.5599], [0.1494, -2.4041, 4.5118], [1.2381, -1.6076, 3.2945], [-0.2197, -0.7985, 3.8757], [-1.0893, -1.6876, -4.9933], [-0.0051, -2.5705, -5.3819], [0.7750, -3.2455, -4.3686], [-0.6666, -3.7702, -6.3202], [-1.4962, -3.3997, -7.4361], [-2.5978, -4.3646, -7.7182], [1.1233, -1.7747, -6.6746], [-0.9443, -3.1839, -8.3510], [-2.0275, -2.5122, -7.0924], [-2.8985, -4.2733, -8.7619], [-3.4396, -4.1067, -7.0757], [-2.4343, -5.4282, -7.5444], [1.7111, -2.4395, -7.3076], [1.7846, -1.0678, -6.1735], [0.4721, -1.1314, -7.2664], [2.7324, -3.5959, 2.2679], [3.2227, -4.6957, 1.4414], [3.5411, -5.9714, 2.0624], [2.1194, -5.0153, 0.2046], [2.3920, -6.1599, -0.5935], [1.1790, -6.5661, -1.4875], [4.7975, -4.1407, 0.5192], [2.6500, -7.0307, 0.0092], [3.3015, -5.9922, -1.1704], [0.3449, -6.9013, -0.8710], [1.5660, -7.2977, -2.1968], [0.9327, -5.6873, -2.0834], [5.6751, -4.1789, 1.1644], [4.6137, -3.1753, 0.0476], [4.8494, -4.7782, -0.3634], [-4.1673, 3.2755, 0.9160], [-4.0733, 4.6283, 0.4104], [-5.1228, 5.0665, -0.4878], [-3.9231, 5.6890, 1.6255], [-3.9954, 7.0782, 1.2762], [-3.3157, 7.8975, 2.3915], [-2.4399, 4.8432, -0.4108], [-5.0510, 7.3457, 1.2304], [-3.5015, 7.2312, 0.3166], [-3.1916, 8.9691, 2.2349], [-2.3190, 7.5326, 2.6397], [-3.9013, 7.9493, 3.3093], [-2.5866, 5.4957, -1.2715], [-2.1644, 3.8347, -0.7194], [-1.6958, 5.2200, 0.2909], [-9.9929, 1.5913, -1.7101], [-9.2276, 2.1590, -0.5903], [-9.9014, 2.4665, 0.6644], [-7.9214, 1.1598, -0.2309], [-6.9236, 0.8593, -1.2402], [-6.2633, -0.4448, -0.8284], [-8.3833, 3.7186, -1.3268], [-6.1509, 1.6227, -1.3306], [-7.3101, 0.7093, -2.2483], [-5.5232, -0.7653, -1.5615], [-6.9615, -1.2593, -0.6354], [-5.6999, -0.3321, 0.0979], [-7.9933, 3.4939, -2.3196], [-7.5632, 4.1426, -0.7473], [-9.1754, 4.4666, -1.3586]],
  "forces_ev_per_angstrom": [[1.2, 0.6, -0.4], [-0.2, -0.9, 0.0], [-0.7, 0.6, 0.8], [0.6, 1.0, -0.9], [-2.0, -1.8, 0.1], [0.2, 0.1, 0.1], [-0.3, 0.0, -0.1], [-0.2, -0.2, 0.5], [0.6, 0.5, 0.1], [0.0, -0.8, 0.2], [0.4, 0.7, -0.2], [0.5, 0.1, 0.3], [-0.2, -0.1, -0.5], [1.0, -0.9, 0.7], [0.8, 0.6, -0.8], [1.0, -0.9, -0.5], [-0.5, -0.4, 0.7], [-0.9, 0.4, -1.8], [-0.2, 0.6, 0.2], [0.0, -0.1, -0.1], [0.3, -0.1, -0.1], [-0.8, -0.1, 0.4], [-0.9, 0.4, 0.6], [-0.1, 0.2, 0.3], [0.1, -0.2, 0.2], [0.1, 0.5, 0.3], [-0.3, -1.2, 0.7], [1.1, 3.1, 0.5], [-0.3, -2.3, -0.6], [-0.1, -1.6, 0.1], [0.0, 2.0, -0.6], [-0.2, 0.2, -0.4], [0.3, -0.1, -0.2], [-0.2, -0.6, -0.6], [-0.6, 0.2, -0.2], [0.0, 0.1, -0.2], [0.0, 0.3, 0.1], [0.1, -0.3, 0.8], [0.1, 0.2, 0.7], [0.4, 0.0, 0.2], [-0.3, 0.2, 0.3], [-0.2, -1.6, 0.6], [-0.1, 1.5, 0.0], [0.3, -1.5, -0.9], [0.2, -0.2, 0.6], [0.1, -0.1, -0.3], [-0.2, 0.6, -0.3], [-0.1, -0.1, -0.1], [0.1, 0.0, 0.1], [0.2, 0.3, 0.3], [-0.5, 0.1, 0.0], [0.2, 0.8, -0.3], [-1.8, -0.4, -0.4], [-1.3, 1.2, -1.2], [1.4, 0.7, -1.0], [1.4, -1.5, 0.5], [1.2, -0.2, 0.6], [-0.2, -0.2, -0.2], [0.6, -0.2, 0.4], [-0.4, 0.1, -0.2], [-0.5, 0.0, 0.1], [0.0, 0.0, -0.1], [0.0, 0.0, 0.3], [-0.1, 0.3, -0.1], [-0.1, 0.1, 0.0], [0.1, -0.1, 0.4], [-0.5, 0.2, 0.6], [-1.0, 1.5, 1.1], [0.5, 0.9, 1.9], [-1.0, -0.1, -4.0], [0.2, -1.4, 2.6], [1.2, 0.0, -1.1], [0.5, -0.5, -0.2], [0.7, -0.5, 0.0], [-0.3, -0.1, -0.3], [0.0, -0.1, -0.3], [-0.7, 0.1, -0.2], [-0.4, 0.0, 0.0], [-0.3, 0.6, 0.6], [0.1, 0.1, 0.0], [0.2, -0.3, 0.0], [0.2, -0.2, 0.1], [1.2, 0.2, -2.0], [0.3, -1.9, -0.2], [-0.8, -1.8, 1.3], [-1.2, 3.7, -1.1], [-0.1, -0.5, 0.9], [0.5, -0.7, -0.3], [0.2, 0.9, 0.4], [0.0, -0.3, 0.2], [-0.3, 0.4, 0.0], [0.2, 0.0, 0.2], [-0.5, 0.1, -0.5], [0.1, -0.2, 0.4], [0.3, 0.1, 0.1], [0.0, -0.1, 0.2], [0.0, 0.1, 0.2], [1.5, -0.5, -0.5], [-0.3, -0.9, -1.6], [-0.6, 0.6, -1.0], [1.2, 0.4, 0.9], [-0.4, 1.2, 0.5], [-0.9, -0.9, 0.3], [-1.0, 0.7, 1.0], [0.6, 0.0, 0.3], [0.3, 0.5, -0.5], [-0.1, 0.1, 0.1], [-0.2, -0.1, -0.2], [0.6, 0.1, 0.0], [-0.4, -0.4, 0.4], [0.0, -0.3, 0.4], [-0.2, -0.3, -0.2], [0.1, -1.6, -1.7], [1.3, 0.0, 0.1], [-0.5, 1.2, -0.6], [0.8, 1.2, 1.6], [-0.1, -1.6, -0.5], [1.5, 1.4, 0.5], [-2.1, -0.2, -0.4], [-0.1, 0.2, 0.5], [-0.2, 0.3, -0.5], [0.1, -0.1, -0.3], [-0.3, -0.3, 0.2], [-0.5, 0.0, 0.0], [-0.4, 0.0, 0.0], [0.0, 0.4, 0.7], [0.3, -0.5, 0.4], [0.4, 1.5, 0.2], [0.2, -0.1, -0.6], [0.8, 0.0, 0.6], [-0.1, -1.6, -0.2], [0.1, 1.2, 0.6], [0.0, 0.0, 0.4], [-0.9, -0.4, 0.3], [0.1, 0.0, -0.4], [-0.1, 0.1, 0.0], [-0.1, 0.0, -1.0], [-0.1, -0.2, -0.1], [-0.1, -0.8, 0.1], [0.1, -0.1, 0.1], [0.0, 0.1, -0.1], [-0.2, 0.0, 0.0], [1.4, 0.7, 1.9], [0.5, 0.5, -1.2], [1.4, -0.7, -1.8], [-1.4, 1.3, -0.5], [0.2, -0.8, -0.2], [0.4, -0.1, 0.7], [-0.5, -0.9, 0.8], [-0.2, 0.4, 0.4], [-0.7, 0.2, 0.1], [-0.2, 0.0, -0.3], [-0.2, 0.1, -0.3], [0.0, 0.2, 0.1], [-0.4, -0.3, 0.1], [-0.1, -0.5, 0.4], [-0.1, -0.3, -0.2]],
  "lowdin_charge": [-0.140, -0.174, -0.218, -0.159, -0.131, 0.094, 0.092, 0.099, 0.115, 0.106, 0.123, 0.099, 0.115, -0.161, -0.159, -0.182, -0.111, -0.212, 0.106, 0.072, 0.094, 0.116, 0.114, 0.119, 0.110, 0.116, -0.183, -0.205, -0.167, -0.178, -0.144, 0.128, 0.107, 0.095, 0.111, 0.101, 0.116, 0.095, 0.122, -0.153, -0.175, -0.160, -0.124, -0.202, 0.104, 0.072, 0.095, 0.094, 0.099, 0.118, 0.116, 0.111, -0.295, 0.703, -0.290, -0.298, -0.271, -0.063, -0.081, 0.093, 0.091, 0.062, 0.085, 0.082, 0.069, 0.041, 0.055, -0.311, 0.732, -0.306, -0.276, -0.290, -0.069, -0.102, 0.124, 0.093, 0.069, 0.060, 0.076, 0.054, 0.045, 0.072, -0.299, 0.719, -0.294, -0.272, -0.316, -0.064, -0.099, 0.125, 0.108, 0.076, 0.076, 0.076, 0.071, 0.036, 0.037, -0.294, 0.662, -0.297, -0.260, -0.295, -0.071, -0.078, 0.119, 0.108, 0.085, 0.083, 0.085, 0.077, 0.037, 0.062, -0.301, 0.702, -0.307, -0.269, -0.300, -0.038, -0.062, 0.108, 0.097, 0.083, 0.079, 0.060, 0.072, 0.040, 0.038, -0.291, 0.628, -0.299, -0.270, -0.251, -0.054, -0.082, 0.122, 0.109, 0.078, 0.066, 0.080, 0.071, 0.045, 0.063, -0.326, 0.702, -0.297, -0.267, -0.273, -0.074, -0.084, 0.110, 0.117, 0.078, 0.084, 0.061, 0.058, 0.039, 0.059],
  "mol_weight_g_mol": 1157.56,
  "energy_ev": -166821.416,
  "homo_ev": -9.4,
  "spin_multiplicity": 1,
  "smiles": "CCOS(C)(=O)=O.CCOS(C)(=O)=O.CCOS(C)(=O)=O.CCOS(C)(=O)=O.CCOS(C)(=O)=O.CCOS(C)(=O)=O.CCOS(C)(=O)=O.C1CCOC1.C1CCOC1.C1CCOC1.C1CCOC1"
}



# 3
{
  "formula": "C11H14NOS",
  "method": "ωB97M-V/def2-TZVPD",
  "elements": ["C", "C", "C", "C", "C", "C", "C", "C", "C", "C", "C", "N", "O", "S", "H", "H", "H", "H", "H", "H", "H", "H", "H", "H", "H", "H", "H", "H"],
  "positions_angstrom": [[-3.1773, -0.2144, 1.4988], [-3.2734, 0.7424, 0.5256], [-2.0192, -1.0121, 1.7766], [-2.2400, 0.8452, -0.3716], [-1.0043, -0.8964, 0.7786], [-1.1921, 0.0263, -0.2136], [1.5476, -1.0049, 1.1934], [0.2335, -1.7271, 1.0007], [2.3450, -1.3236, 2.4367], [-0.0381, 0.6960, -3.8999], [0.3534, 1.2567, -2.6023], [1.9795, -0.1751, 0.4246], [0.2894, -1.4026, -1.8441], [0.2573, -0.0913, -1.2786], [-4.1460, -0.2886, 2.0878], [-4.0727, 1.4795, 0.4150], [-1.7717, -1.4923, 2.7019], [-2.1104, 1.7607, -1.0735], [0.0226, -2.4386, 1.8704], [0.2676, -2.5472, 0.2238], [2.3380, -0.5306, 3.2456], [3.4303, -1.4094, 2.1168], [2.0027, -2.3600, 2.8617], [-1.0592, 0.1465, -3.9253], [-0.1384, 1.3923, -4.7534], [0.7063, -0.0296, -4.3539], [-0.4915, 1.8514, -2.3441], [1.2138, 1.8265, -2.5271]],
  "forces_ev_per_angstrom": [[-1.6, -1.3, 2.6], [0.1, 0.7, -1.1], [-0.3, 2.4, -2.8], [0.1, 3.6, -1.5], [-0.8, -1.1, 3.2], [2.8, -0.9, -1.6], [-1.6, -1.7, 1.6], [-1.3, -3.0, 0.6], [1.6, -1.5, 1.1], [-0.5, -3.0, -3.4], [-2.5, -1.1, 0.9], [-0.1, 2.4, -3.0], [0.1, -1.3, -1.1], [1.2, 1.6, 1.2], [1.7, -0.2, -0.1], [-0.1, -0.7, 0.4], [-0.6, -0.6, 0.2], [-0.7, -1.9, 1.0], [0.4, 1.5, -0.6], [0.6, 1.3, 0.2], [-0.5, -0.9, -1.1], [-1.2, 0.0, 0.5], [0.7, 2.1, -0.7], [1.7, 0.9, 0.5], [0.1, 0.5, 0.9], [-0.8, 0.6, 0.9], [-0.4, 0.9, 0.8], [2.0, 0.7, 0.3]],
  "lowdin_charge": [-0.034, -0.067, 0.048, -0.068, -0.224, -0.307, -0.449, -0.122, -0.010, -0.152, -0.265, 0.235, -0.343, 1.093, 0.142, 0.132, 0.117, 0.154, 0.140, 0.153, 0.115, 0.107, 0.125, 0.125, 0.101, 0.107, 0.062, 0.084],
  "mol_weight_g_mol": 208.31,
  "energy_ev": -25995.240,
  "homo_ev": [-13.3, -13.2],
  "total_charge": 1,
  "spin_multiplicity": 1
}



| no. | F_max (Eh/bohr) |
| --- | --- |
| 1 | 0.1174 |
| 2 | 0.0803 |
| 3 | 0.0886 |